{
  "formula": "C3H6OS",
  "method": "ωB97M-V/def2-TZVPD",
  "symbols": ["O", "C", "C", "H", "H", "C", "H", "H", "S", "H", "H"],
  "xyz": [[-1.31, 0.28, -0.10], [-0.08, 1.14, -0.16], [-1.12, -1.16, -0.11], [-1.54, -1.59, -1.02], [-1.26, -1.84, 0.73], [1.10, 0.23, 0.30], [1.33, 0.30, 1.44], [2.08, 0.55, -0.12], [0.78, -1.46, -0.30], [-0.04, 2.06, 0.53], [0.04, 1.49, -1.18]],
  "total_charge": 0,
  "orbital_gap_ha": 0.3552,
  "de_lowest_ev": 1.547,
  "max_force_ev_per_a": 3.3,
  "smiles": "C1CSCO1",
  "molar_mass_g_mol": 90.147
}

***

{
  "formula": "C3H6OS",
  "method": "ωB97M-V/def2-TZVPD",
  "symbols": ["C", "H", "H", "H", "H", "C", "H", "O", "C", "H", "S"],
  "xyz": [[0.33, -0.47, 1.27], [1.03, -1.40, 1.04], [-0.05, 1.85, -1.20], [-0.34, -0.71, 2.04], [0.99, 0.33, 1.68], [0.01, -0.42, -1.36], [-0.37, -1.51, -1.50], [0.54, 0.14, -2.28], [-0.34, 0.20, 0.10], [-1.49, 0.00, 0.14], [-0.30, 1.98, 0.05]],
  "total_charge": 0,
  "orbital_gap_ha": 0.3628,
  "de_lowest_ev": 1.405,
  "max_force_ev_per_a": 4.3,
  "smiles": "C[C@@H](S)C=O",
  "molar_mass_g_mol": 90.147
}

***

{
  "formula": "C3H6OS",
  "method": "ωB97M-V/def2-TZVPD",
  "symbols": ["C", "O", "H", "H", "S", "H", "H", "C", "H", "H", "C"],
  "xyz": [[-1.59, -0.12, 0.22], [0.32, 1.50, -0.07], [-1.81, -0.85, 0.98], [-2.21, 0.82, 0.24], [2.95, -0.24, -0.17], [0.74, 0.25, -1.70], [2.33, -1.17, 0.50], [0.90, 0.42, -0.69], [0.28, -0.27, 1.17], [-1.79, -0.55, -0.81], [-0.12, 0.21, 0.33]],
  "total_charge": 0,
  "orbital_gap_ha": 0.3624,
  "de_lowest_ev": 2.755,
  "max_force_ev_per_a": 3.5,
  "smiles": "C[C@@H]1O[C@H]1S",
  "molar_mass_g_mol": 90.147
}

***

{
  "formula": "C3H6OS",
  "method": "ωB97M-V/def2-TZVPD",
  "symbols": ["C", "S", "H", "H", "C", "H", "H", "C", "H", "O", "H"],
  "xyz": [[0.10, -0.27, 0.95], [-2.41, -0.47, -0.09], [-0.18, 1.88, -0.20], [-0.01, -1.02, 1.71], [0.76, -0.60, -0.58], [-0.24, -1.06, -1.11], [1.25, 0.11, -1.14], [-1.02, 0.25, 0.35], [1.95, -1.21, -0.81], [-1.03, 1.56, -0.21], [0.84, 0.84, 1.11]],
  "total_charge": 0,
  "orbital_gap_ha": 0.3184,
  "de_lowest_ev": 4.578,
  "max_force_ev_per_a": 7.8,
  "molar_mass_g_mol": 90.147
}

***

| no. | HOMO level (eV) |
| --- | --- |
| 1 | -8.7 |
| 2 | -9.1 |
| 3 | -9.4 |
| 4 | -8.7 |